No. 1
A 2-piece molecular cluster, C10H12ClFNO overall in a non-equilibrium geometry. Source: OMol25; level of theory: ωB97M-V/def2-TZVPD.

Computed properties:
Total charge: +1
Orbital gap (spin up / spin down) (eV): 9.6170 / 6.0879
HOMO level (spin up / spin down) (eV): -13.735 / -14.692
ΔE to the lowest compared entry with this formula, charge and spin (kJ/mol): 0.00
Spin multiplicity: 3
Lowest unoccupied orbital energy (spin up / spin down) (Eh): -0.1513 / -0.3162

Structure (XYZ):
```
26
C10H12ClFNO (ωB97M-V/def2-TZVPD)
C -2.9263 1.9636 -0.1821
C -2.8330 0.7368 0.4678
C -1.7882 2.6249 -0.6434
C -1.5999 0.1280 0.6175
C -0.5427 2.0465 -0.5135
C -0.4498 0.7596 0.1170
C 1.7454 0.8857 0.8190
C 2.4446 -1.7930 0.3617
C 0.0939 -2.1457 -0.6950
C 0.9520 -1.3316 0.3033
N 0.7381 0.0859 0.1659
O 1.7004 1.0351 2.0241
F 1.3026 0.2181 -1.7690
Cl 2.9703 1.6735 -0.0835
H -3.9030 2.4245 -0.3210
H -3.7754 0.1960 0.9606
H -1.8982 3.5243 -1.3320
H -1.4502 -0.8730 1.1013
H 0.3157 2.3952 -1.0688
H 2.7900 -1.7117 -0.6351
H 3.0864 -1.3730 1.2081
H 2.2823 -2.9224 0.6377
H -0.1891 -3.0977 -0.2977
H 0.7337 -2.5215 -1.4829
H -0.5918 -1.3896 -1.1541
H 0.7922 -1.5386 1.3942
```

Results of the Mulliken charge analysis, in e, for atoms 1 through 2: number 1, C, carries -0.283; number 2, C, carries -0.528

***

No. 2
C10H12FNO5PtS2 as an isolated structure in a non-equilibrium geometry. Source: OMol25; level of theory: ωB97M-V/def2-TZVPD.

Computed properties:
Orbital gap (spin up / spin down) (eV): 5.5445 / 5.5471
HOMO level (spin up / spin down) (eV): -8.457 / -8.464
ΔE to the lowest compared entry with this formula, charge and spin (kJ/mol): 111.29
Spin multiplicity: 1
Lowest unoccupied orbital energy (spin up / spin down) (Eh): -0.1070 / -0.1072

Structure (XYZ):
```
32
C10H12FNO5PtS2 (ωB97M-V/def2-TZVPD)
Pt -0.3121 -1.1376 -0.5491
N -1.4739 -1.2493 1.5326
C -1.8527 0.0010 2.1828
C -2.4721 0.9754 1.1932
C -1.3257 1.7413 0.4012
O -1.0545 2.8406 0.8366
O -0.8511 1.1100 -0.5605
H -2.2992 -1.7097 1.1475
H -1.0122 -1.8865 2.1760
H -0.9591 0.4455 2.6318
H -2.5784 -0.1888 2.9895
H -3.0489 1.7359 1.7145
H -3.0853 0.4552 0.4578
F 2.5870 3.8066 -1.1959
C 2.3183 2.5325 -0.8823
C 2.3017 1.5724 -1.8933
C 2.0848 0.2584 -1.5708
C 1.8439 -0.1406 -0.2135
C 1.7635 -1.5194 0.1516
C 1.8621 0.8889 0.7831
C 2.1055 2.1961 0.4537
H 2.4660 1.8777 -2.9156
H 2.0948 -0.5012 -2.3395
H 1.8245 -1.7832 1.2003
H 2.1600 -2.2588 -0.5319
H 1.7126 0.6106 1.8164
H 2.1290 2.9726 1.2015
O -2.3180 -1.8008 -1.3433
S -1.4912 -2.6633 -2.2236
O -0.3753 -1.8939 -2.7868
O -2.2127 -3.5097 -3.1125
S -0.5314 -3.7779 -0.7516
```

Results of the Mulliken charge analysis, in e, for atoms 1 through 2: number 1, Pt, carries 1.322; number 2, N, carries -0.522

***

No. 3
A 2-piece molecular cluster, C10H12IO3S overall in a non-equilibrium geometry. Source: OMol25; level of theory: ωB97M-V/def2-TZVPD.

Computed properties:
Total charge: -1
Orbital gap (eV): 6.5087
HOMO level (eV): -3.972
ΔE to the lowest compared entry with this formula, charge and spin (kJ/mol): 80.29
Spin multiplicity: 1
Lowest unoccupied orbital energy (Eh): 0.0932

Structure (XYZ):
```
27
C10H12IO3S (ωB97M-V/def2-TZVPD)
C -0.4675 -2.3026 0.5128
C -0.5067 -2.3141 -0.9139
C -0.5245 0.0469 1.3187
C -0.3457 -1.3051 1.4548
C -0.4268 1.4258 -0.8680
C 0.8381 1.7618 -1.5204
C 0.2930 -1.5977 -1.7052
C -0.4475 0.7498 0.2368
C -0.4139 -1.7981 2.8714
C 0.6237 2.9039 -2.5824
O 2.7666 -1.2330 -2.2629
O 1.4433 0.7209 -2.2848
O 2.1562 -0.3130 -0.0730
S 1.7872 -0.5874 -1.4458
I -3.0892 3.3889 -1.6866
H -0.6679 -3.2514 0.8740
H -1.3377 -2.9910 -1.3429
H -0.6563 0.5868 2.3903
H -1.3463 1.9896 -1.0426
H 1.5610 2.2229 -0.8145
H 0.2258 -1.6930 -2.8662
H -1.5023 -1.9128 3.0905
H -0.0180 -1.3299 3.7308
H -0.1438 -2.7557 2.8239
H -0.0054 3.5975 -2.0811
H 1.5672 3.3800 -2.9542
H 0.2460 2.4234 -3.4141
```

Results of the Mulliken charge analysis, in e, for atoms 1 through 2: number 1, C, carries -0.557; number 2, C, carries -0.079